1.
{"formula": "C25H56O7", "method": "ωB97M-V with the def2-TZVPD basis set", "homo_ev": -9.50, "orbital_gap_ev": 9.906, "total_charge": 0, "lumo_energy_ev": 0.40, "elements": ["C", "C", "C", "O", "C", "H", "H", "H", "H", "H", "H", "H", "H", "C", "C", "C", "O", "C", "H", "H", "H", "H", "H", "H", "H", "H", "C", "C", "C", "O", "C", "H", "H", "H", "H", "H", "H", "H", "H", "C", "C", "C", "O", "C", "H", "H", "H", "H", "H", "H", "H", "H", "C", "C", "C", "O", "H", "H", "H", "H", "H", "H", "H", "H", "C", "C", "C", "O", "H", "H", "H", "H", "H", "H", "H", "H", "C", "C", "C", "O", "H", "H", "H", "H", "H", "H", "H", "H"], "xyz": [[-17.700729, 32.467223, -8.986949], [-16.509451, 31.560843, -8.979431], [-17.052359, 30.159808, -8.688511], [-18.173182, 30.497141, -7.915301], [-18.740841, 31.633967, -8.363192], [-17.975778, 32.743444, -10.004875], [-17.519481, 33.322953, -8.336589], [-15.807187, 31.898293, -8.217167], [-15.992284, 31.564258, -9.938922], [-16.311389, 29.525224, -8.202325], [-17.336159, 29.638189, -9.602551], [-19.371704, 32.128783, -7.624777], [-19.493550, 31.360351, -9.102570], [-8.915059, 28.272689, -12.042065], [-7.484787, 28.829724, -11.649764], [-6.493621, 27.721125, -11.892315], [-7.252551, 26.556132, -11.859642], [-8.635831, 26.802680, -12.300475], [-9.362563, 28.813825, -12.875738], [-9.633864, 28.347183, -11.226057], [-7.401751, 29.011948, -10.578315], [-7.229319, 29.743340, -12.186540], [-5.782891, 27.606355, -11.073906], [-6.024699, 27.814814, -12.871819], [-9.348804, 26.215803, -11.721380], [-8.692526, 26.601942, -13.370330], [-8.503856, 31.468190, -15.246580], [-9.352663, 32.552592, -14.639682], [-9.155739, 33.834672, -15.507014], [-7.759241, 33.713123, -15.813387], [-7.467813, 32.316943, -16.029507], [-9.241286, 31.077883, -15.947976], [-8.086016, 30.765422, -14.525730], [-8.938882, 32.723014, -13.645782], [-10.427199, 32.397905, -14.541956], [-9.211752, 34.846698, -15.106042], [-9.764141, 33.895237, -16.409381], [-6.398155, 32.115159, -15.972646], [-7.708790, 32.186970, -17.084556], [-16.858930, 31.114721, -13.056833], [-16.055015, 32.400590, -13.155744], [-15.852257, 32.571448, -14.640564], [-16.880877, 31.853343, -15.290565], [-17.343194, 30.725375, -14.502152], [-17.737668, 31.061415, -12.414125], [-16.245467, 30.351344, -12.578277], [-15.118633, 32.319819, -12.603679], [-16.558139, 33.305818, -12.815866], [-14.898825, 32.230926, -15.044443], [-15.946969, 33.628044, -14.891017], [-16.908062, 29.797933, -14.874433], [-18.404303, 30.632276, -14.733406], [-10.593407, 26.253200, -8.746570], [-12.005852, 25.935118, -8.576141], [-12.893222, 27.003041, -9.207061], [-12.224217, 24.618141, -9.194275], [-9.926510, 25.543917, -8.256401], [-10.282125, 27.241519, -8.408312], [-10.437574, 26.422066, -9.812080], [-12.389225, 25.863391, -7.558304], [-13.932642, 26.679225, -9.153648], [-12.619558, 27.102135, -10.257474], [-12.858856, 27.954563, -8.676479], [-11.659163, 23.996547, -8.729599], [-15.860459, 26.392581, -14.330295], [-15.507118, 26.170754, -12.898299], [-14.100612, 25.532881, -12.649021], [-15.672330, 27.312295, -12.102005], [-15.188657, 27.078301, -14.846613], [-16.833684, 26.882335, -14.362811], [-16.029432, 25.446890, -14.845279], [-16.190451, 25.420234, -12.500953], [-13.828536, 25.572793, -11.594284], [-13.418217, 26.160023, -13.222728], [-14.160277, 24.517602, -13.041138], [-16.494675, 27.221940, -11.614991], [-13.001946, 29.963479, -10.706955], [-13.066300, 29.962709, -12.189996], [-12.082602, 30.858953, -12.903836], [-12.718342, 28.639420, -12.587419], [-13.828564, 29.391739, -10.285156], [-13.241551, 30.960112, -10.336250], [-11.991345, 29.725415, -10.375129], [-14.073395, 30.080055, -12.590129], [-12.350258, 30.972316, -13.954363], [-11.105577, 30.376698, -12.872965], [-12.012022, 31.902736, -12.597837], [-13.529353, 28.132274, -12.505722]], "atomic_forces_ev_per_a": [[0.5, 1.3, -0.2], [1.7, -0.5, -0.9], [0.3, 1.3, -0.4], [0.6, -3.1, 2.5], [-3.1, 0.5, -1.1], [0.0, 0.4, 0.2], [0.1, 0.3, -0.5], [0.1, -0.3, 0.0], [0.2, 0.1, 0.0], [-0.4, 0.0, 0.6], [-0.3, 0.0, -0.3], [0.5, -0.1, 0.6], [-0.3, -0.1, -0.6], [1.0, 0.6, 0.6], [-0.7, 0.6, 0.5], [-0.5, -0.1, -0.5], [-2.0, -1.5, 0.0], [1.2, 0.4, -0.2], [0.2, -0.2, -0.2], [0.2, 0.3, 0.1], [-0.5, 0.4, 0.0], [-0.1, 0.1, 0.1], [0.4, 0.3, -0.3], [0.5, 0.1, -0.1], [0.5, -0.5, -0.2], [-0.1, -0.4, 0.0], [-0.5, 1.0, -1.0], [-0.8, 2.2, 1.4], [1.8, -0.7, 0.2], [0.5, -0.3, 0.1], [-0.9, 0.5, -1.5], [0.8, -1.2, -0.2], [-0.3, 0.0, -0.2], [-0.3, 0.5, 0.2], [0.1, -0.7, 0.1], [-0.4, -0.3, 0.8], [-0.1, -0.6, -0.3], [-0.1, 0.1, 0.7], [0.2, -0.4, -0.3], [-1.1, -1.6, 0.2], [-0.2, 0.2, 0.2], [0.1, 0.0, -0.7], [-0.7, -0.3, -0.3], [1.4, 1.3, -0.1], [-0.1, 0.9, 0.2], [0.2, -0.3, -0.5], [0.0, 0.0, 0.0], [-0.3, -0.3, 0.3], [0.4, -0.2, 0.3], [-0.1, 0.0, -0.3], [0.4, -0.1, 0.1], [-0.1, 0.3, 0.7], [1.6, 1.3, 0.0], [-1.8, -0.6, 0.2], [-0.3, -1.1, -0.4], [-0.5, 1.1, 0.0], [0.1, -0.2, -0.5], [-0.4, 0.2, 0.7], [0.4, -0.9, -0.2], [0.6, -0.1, 0.4], [-0.1, -0.1, -0.1], [-0.1, 0.4, 0.0], [0.4, -0.1, -0.1], [0.1, 0.0, 0.0], [-0.7, 0.5, -0.4], [0.6, -2.2, 1.1], [-1.2, 1.3, -0.8], [0.2, 1.2, 0.4], [0.3, -0.3, -0.1], [-0.2, 0.1, 0.1], [0.5, 0.0, -0.2], [-0.4, -0.2, -0.1], [-0.1, -0.3, -0.1], [0.5, -0.4, 0.0], [0.5, 0.0, 0.1], [0.1, 0.2, 0.0], [-0.8, 1.7, 0.7], [0.1, -0.6, -0.8], [0.1, 0.4, -0.6], [0.3, -0.6, -0.6], [0.5, -0.7, 0.0], [0.2, 0.4, 0.1], [-0.3, -0.4, 0.2], [-0.2, 0.7, 0.3], [-0.1, -0.5, -0.2], [0.1, 0.2, 0.1], [0.0, -0.1, 0.7], [-0.1, -0.3, 0.1]], "mulliken_charge": [-0.364, 0.126, -0.254, -0.472, -0.597, 0.135, 0.299, 0.365, -0.324, 0.282, 0.196, 0.329, 0.300, 0.767, -0.638, -0.403, -0.458, -0.575, -0.064, -0.320, 0.312, 0.263, 0.288, 0.265, 0.214, 0.318, -0.183, -0.067, -0.543, -0.413, -0.466, 0.274, 0.017, 0.214, 0.026, 0.290, 0.269, 0.375, 0.219, 0.300, -0.306, -0.478, -0.462, -0.387, 0.390, -0.427, 0.190, 0.308, 0.203, 0.303, 0.109, 0.302, -1.140, 0.482, -0.970, -0.546, 0.449, 0.354, 0.004, 0.224, 0.302, 0.046, 0.538, 0.312, -1.329, 0.356, -1.139, -0.358, 0.221, 0.353, 0.413, 0.484, 0.167, 0.238, 0.471, 0.209, -1.385, 2.040, -1.583, -0.438, 0.242, 0.506, 0.153, -0.431, 0.531, -0.118, 0.445, -0.151]}

2.
{"formula": "C25H57HgN2O11S3", "method": "ωB97M-V with the def2-TZVPD basis set", "s_squared": 0.756, "spin_multiplicity": 2, "homo_ev": [-13.11, -13.11], "orbital_gap_ev": [7.282, 2.543], "total_charge": 2, "lumo_energy_ev": [-5.83, -10.57], "elements": ["Hg", "C", "C", "O", "O", "H", "H", "H", "C", "C", "C", "O", "H", "H", "H", "H", "H", "H", "H", "H", "C", "C", "C", "O", "C", "N", "H", "H", "H", "H", "H", "H", "H", "H", "H", "H", "H", "C", "C", "C", "O", "C", "N", "H", "H", "H", "H", "H", "H", "H", "H", "H", "H", "H", "C", "C", "C", "S", "O", "O", "C", "H", "H", "H", "H", "H", "H", "H", "H", "C", "C", "C", "S", "O", "O", "C", "H", "H", "H", "H", "H", "H", "H", "H", "C", "C", "C", "S", "O", "O", "C", "H", "H", "H", "H", "H", "H", "H", "H"], "xyz": [[-2.573063, -2.208942, -0.098729], [1.046267, 0.468588, -0.279679], [-0.133693, -0.535692, -0.355869], [-1.313333, -0.167612, -0.140369], [0.104747, -1.728332, -0.586469], [0.716997, 1.307178, -0.893219], [2.028377, 0.165788, -0.642819], [1.187397, 0.720798, 0.771311], [0.291757, 2.640158, -4.079879], [-0.673293, 3.455218, -4.927819], [-0.051803, 3.857358, -6.305899], [-2.009433, 2.988428, -5.039739], [-0.205503, 1.686658, -3.901919], [0.598807, 2.999328, -3.097629], [1.227147, 2.288708, -4.515329], [-0.813313, 4.324488, -4.285269], [-0.550633, 4.755398, -6.670309], [-0.077663, 3.029528, -7.014509], [0.951447, 4.278828, -6.242939], [-2.482103, 2.914638, -4.207429], [3.337997, 4.212288, 4.683831], [3.338887, 3.094098, 3.619741], [3.840457, 3.755988, 2.303971], [3.047787, 4.722268, 1.729541], [1.791447, 4.286028, 1.175721], [4.186997, 2.038798, 4.190051], [2.696097, 5.070958, 4.486981], [4.341717, 4.600278, 4.857391], [2.703417, 3.919208, 5.520201], [2.380677, 2.654678, 3.342531], [3.927627, 2.953618, 1.571371], [4.766657, 4.252038, 2.594141], [1.973117, 3.507058, 0.435241], [1.441167, 5.172478, 0.646941], [1.108977, 3.893228, 1.929411], [5.101507, 2.412538, 4.400031], [3.730797, 1.858128, 5.072841], [-2.845943, -0.396842, -3.287639], [-3.861463, -1.462692, -2.954779], [-3.279203, -2.852572, -3.216339], [-2.230133, -3.170212, -2.298759], [-1.663033, -4.470662, -2.375649], [-4.370063, -1.271722, -1.558599], [-2.127703, -0.526962, -2.478129], [-3.186443, 0.626588, -3.444979], [-2.359603, -0.616622, -4.238039], [-4.717383, -1.293812, -3.608219], [-2.718933, -2.776392, -4.148219], [-4.068923, -3.586352, -3.377619], [-0.972663, -4.605322, -3.208339], [-2.452743, -5.221382, -2.345989], [-1.078943, -4.832742, -1.529579], [-5.233833, -1.794962, -1.573049], [-4.834693, -0.375452, -1.588899], [4.543477, 0.163798, -2.672309], [4.768457, 1.310628, -1.785509], [5.193987, 2.522148, -2.553779], [4.707067, 2.126798, -4.351209], [5.959417, 1.788368, -5.060099], [3.781467, 3.137598, -4.899489], [3.889497, 0.623588, -3.941339], [3.874727, -0.577502, -2.234869], [5.393477, -0.498802, -2.835249], [5.591197, 1.026068, -1.129589], [3.826007, 1.423618, -1.249689], [6.244147, 2.744988, -2.742479], [4.662727, 3.433418, -2.279089], [3.949327, 0.060198, -4.872519], [2.914467, 1.090678, -3.802629], [1.018517, -4.957882, 2.642161], [-0.288513, -5.552112, 3.011971], [-1.272493, -4.506032, 3.653801], [-0.656823, -2.927452, 3.165131], [-0.345363, -2.002592, 4.287021], [-1.457183, -2.561482, 1.998051], [0.987947, -3.448802, 2.581951], [1.329097, -5.247022, 1.638151], [1.793417, -5.376362, 3.284431], [-0.345043, -6.544532, 3.459181], [-0.771643, -6.032232, 2.160991], [-1.095813, -4.588952, 4.726191], [-2.358883, -4.498372, 3.565471], [1.629187, -3.072492, 3.379011], [1.264477, -2.695862, 1.843911], [-3.981003, -0.994762, 5.084101], [-5.234033, -1.885262, 4.786661], [-5.243703, -2.220332, 3.267371], [-4.639203, -0.673332, 2.470731], [-5.750823, 0.271308, 2.356201], [-3.694763, -0.995342, 1.365261], [-3.603843, -0.117542, 3.908491], [-3.200523, -1.744752, 5.212471], [-4.033013, -0.386792, 5.987301], [-6.057323, -1.220182, 5.047371], [-5.302103, -2.779332, 5.406421], [-6.129593, -2.538702, 2.717881], [-4.402083, -2.888802, 3.085931], [-3.866403, 0.939428, 3.952961], [-2.574623, -0.145132, 3.550641]], "atomic_forces_ev_per_a": [[1.4, 1.4, -1.2], [-0.9, 0.0, -0.2], [0.7, -0.9, 0.0], [-0.7, 1.2, 0.3], [0.6, -1.3, -0.2], [0.1, 0.4, 0.4], [-0.4, -0.7, -0.2], [-0.3, 0.4, 0.0], [0.1, -2.4, 0.1], [1.1, 2.1, 0.9], [-0.9, 0.5, 0.8], [0.0, -1.2, -1.3], [-0.2, -0.3, 0.4], [-0.4, 0.6, 0.0], [0.0, 0.6, -0.7], [0.4, 0.9, -0.5], [-0.7, -0.4, -0.4], [-0.1, 0.2, 0.0], [0.3, -0.7, 0.6], [0.5, 0.3, 0.2], [-1.2, 0.8, 0.5], [-0.2, -1.0, -0.4], [0.7, 0.7, -0.5], [-0.4, -0.4, 1.0], [0.7, 0.3, -0.6], [-1.3, 2.7, -0.5], [0.2, 0.3, -1.6], [-0.1, -0.3, 0.5], [1.1, -0.8, 0.8], [-0.2, 0.0, 0.8], [0.4, -0.5, 0.0], [0.3, -0.1, -0.6], [0.1, -0.2, 0.0], [-0.4, -0.2, 0.3], [-0.1, 0.3, 0.1], [0.7, -0.2, -0.1], [-0.1, -1.4, 0.3], [0.8, -0.4, 0.0], [-0.4, 0.8, -0.5], [0.6, 0.5, -1.1], [-0.3, 0.1, 1.9], [-0.2, -1.4, -0.1], [-0.3, -1.0, -1.1], [0.5, 0.9, -0.2], [-0.3, -0.1, 0.7], [0.1, -0.3, 0.1], [-0.1, -0.6, -0.3], [-0.5, 0.0, -0.5], [0.2, -0.5, 0.7], [-0.5, 0.3, -0.4], [-0.3, 0.0, -0.8], [0.2, 1.3, 0.6], [-0.2, -1.0, 0.6], [0.8, 1.0, 0.7], [-0.7, -3.1, -1.3], [1.1, 0.2, 1.3], [-0.8, 0.9, -2.3], [1.8, 1.7, -0.8], [-1.8, 0.7, 1.0], [1.2, -1.6, 0.8], [-0.3, 1.2, -1.0], [-0.3, 0.2, 0.4], [0.5, 0.6, -0.4], [-0.3, 0.1, 0.6], [0.2, 0.7, 0.3], [0.1, -0.3, 0.7], [0.1, 0.0, -0.1], [-0.2, -0.5, 0.4], [-0.6, -0.9, 0.3], [1.8, -0.4, -1.8], [-3.6, -1.1, -1.3], [1.1, -0.7, 1.6], [2.5, 0.7, 0.8], [-1.8, -1.1, -1.9], [-0.3, 0.4, 0.6], [-0.3, 1.6, 2.6], [-0.2, -0.6, 0.0], [0.1, 0.7, 0.2], [0.9, 0.5, 1.7], [-0.3, 1.1, -1.1], [0.0, 0.3, 0.2], [0.2, -0.5, -0.7], [-0.2, -0.1, 0.4], [-0.3, -1.1, -1.3], [0.7, -1.4, -0.2], [-0.8, 1.7, -0.5], [1.3, 0.9, 0.1], [0.1, 0.3, 1.8], [1.4, -1.2, -0.8], [-2.0, 0.8, 1.1], [-0.6, 0.3, -1.7], [0.5, 0.4, 0.2], [-0.3, -0.3, 0.0], [-0.6, -0.5, -0.2], [0.2, 0.1, -0.1], [-0.1, 0.0, 0.5], [-0.1, -0.4, -0.2], [-0.2, -0.1, 0.4], [0.0, -0.4, 0.3]], "mulliken_charge": [2.093, -0.774, 1.121, -0.829, -0.738, 0.267, 0.080, 0.204, -0.610, 0.428, -1.321, -0.587, 0.173, 0.332, 0.037, 0.135, 0.396, 0.338, 0.349, 0.305, -1.346, 0.157, -0.419, -0.276, -0.469, -0.331, 0.348, 0.432, 0.463, 0.276, 0.255, 0.446, 0.133, 0.313, 0.305, 0.341, 0.367, -1.027, -0.104, -0.828, -0.193, -0.898, -0.606, 0.058, 0.353, 0.460, 0.614, 0.377, 0.502, 0.296, 0.409, 0.235, 0.269, 0.270, -0.899, 0.488, -0.831, 1.066, -0.662, -0.587, -0.154, 0.383, 0.354, 0.415, -0.589, 0.388, 0.360, 0.527, -0.181, -0.665, -0.768, -0.833, 1.227, -0.754, -0.743, -0.679, 0.283, 0.353, 0.464, 0.293, 0.416, 0.434, 0.410, 0.308, -0.496, -0.825, -0.279, 0.682, -0.626, -0.736, -0.605, 0.090, 0.419, 0.313, 0.447, 0.519, -0.063, 0.492, 0.259]}

Asked for maximum force across the records above, the calculation gives 4.00; 3.95 eV/A in order.
Asked for energy across the records above, the calculation gives -1512.652167; -3271.016371 Ha in order.